Entry 1:
Below is a 4-piece molecular cluster, H8O4 overall, with properties calculated with ωB97M-V/def2-TZVPD.

Computed properties:
* energy relative to the best compared isomer or geometry (same formula, charge and spin): 20.6 kcal/mol
* HOMO (alpha / beta): -16.81 / -15.12 eV
* lowest unoccupied orbital energy (alpha / beta): -3.5625 / -11.5540 eV
* E_tot: -305.33465 hartree
* charge: +1
* multiplicity: 2
* orbital gap (alpha / beta): 13.247 / 3.567 eV

XYZ file:
```
12
Properties=species:S:1:pos:R:3:forces:R:3
O 1.924295 0.907357 -0.048025 -0.469 -0.514 -0.135
H 2.732635 0.989037 -0.554135 0.322 0.047 -0.268
H 1.957065 1.633028 0.575325 -0.021 0.211 0.332
O -2.739775 -0.422322 1.673495 0.034 -0.774 -0.020
H -2.602245 0.215647 2.373725 0.008 0.445 0.827
H -2.474065 0.035598 0.876045 0.130 0.314 -1.105
O -1.005515 0.270518 -1.027085 -0.477 -0.624 0.518
H -1.071515 1.022887 -1.615145 -0.128 0.396 -0.513
H -0.122795 0.328398 -0.661465 0.719 0.288 0.382
O 1.022265 -1.984713 -0.344695 -0.656 -0.530 0.330
H 1.502065 -1.238623 0.015005 0.686 0.844 0.574
H 0.877585 -1.756812 -1.263045 -0.149 -0.104 -0.921
```
Positions in Å, forces in eV/Å.

Entry 2:
Below is one molecule with the formula CH3N5, with properties calculated with ωB97M-V/def2-TZVPD.

Computed properties:
* energy relative to the best compared isomer or geometry (same formula, charge and spin): 47.4 kcal/mol
* HOMO: -9.82 eV
* lowest unoccupied orbital energy: 0.5523 eV
* E_tot: -313.58342 hartree
* SMILES: Nc1nnn[nH]1
* charge: 0
* orbital gap: 10.369 eV

XYZ file:
```
9
Properties=species:S:1:pos:R:3:forces:R:3
C -0.133696 -0.105459 -0.225658 -7.244 -4.350 1.549
H -1.876105 0.369256 0.949900 1.263 -1.750 -2.839
H -1.899046 -1.143345 -0.268057 1.063 3.915 1.569
H 0.585001 1.767146 -0.291241 -0.887 3.266 -0.184
N -1.521347 -0.085131 0.001344 -1.890 -1.964 -0.286
N 0.558094 -1.183988 -0.099054 -2.622 -4.305 -0.931
N 1.760618 -0.836458 0.007698 4.263 -2.483 1.417
N 1.884444 0.390131 0.112432 1.354 2.485 -1.518
N 0.642038 0.827849 -0.187362 4.700 5.186 1.223
```
Positions in Å, forces in eV/Å.

Entry 3:
Below is one molecule with the formula C5H6N4, with properties calculated with ωB97M-V/def2-TZVPD.

Computed properties:
* energy relative to the best compared isomer or geometry (same formula, charge and spin): 53.6 kcal/mol
* HOMO: -8.11 eV
* lowest unoccupied orbital energy: -0.5261 eV
* E_tot: -413.03831 hartree
* SMILES: N/N=c1\ccnccn1
* charge: 0
* orbital gap: 7.580 eV

XYZ file:
```
15
Properties=species:S:1:pos:R:3:forces:R:3
C -0.868974 0.334502 -0.160690 -2.853 -1.223 2.007
C 0.191058 0.486697 -1.106849 3.383 -0.133 2.297
C 1.486285 0.235583 -0.673277 -1.650 0.601 -3.000
C 1.230447 0.016137 1.629029 0.415 0.050 -1.660
C 0.109636 0.962835 1.838322 -0.584 0.654 -0.155
H -0.907257 -1.336795 -1.833085 -1.468 -0.215 0.474
H -2.493923 -2.036167 -1.359980 1.693 1.950 -0.292
H -0.029754 0.827038 -2.061133 -0.182 0.351 -1.843
H 2.342738 0.187564 -1.356947 -0.560 0.584 -0.200
H 1.584479 -0.506635 2.494168 0.322 -0.100 0.539
H 0.153483 1.626123 2.748589 -0.149 -0.915 -0.786
N -1.871793 -1.160926 -1.447488 -0.604 -2.581 -0.990
N -1.875420 -0.472933 -0.281085 1.274 1.198 -0.055
N 1.854654 -0.249513 0.512660 -0.678 -0.575 3.556
N -0.905660 1.086489 1.057768 1.641 0.353 0.109
```
Positions in Å, forces in eV/Å.

Entry 4:
Below is one molecule with the formula C5H7N, with properties calculated with ωB97M-V/def2-TZVPD.

Computed properties:
* energy relative to the best compared isomer or geometry (same formula, charge and spin): 104.1 kcal/mol
* HOMO (alpha / beta): -9.02 / -8.59 eV
* lowest unoccupied orbital energy (alpha / beta): 0.0587 / 0.1143 eV
* E_tot: -249.30737 hartree
* charge: 0
* orbital gap (alpha / beta): 9.079 / 8.699 eV

XYZ file:
```
13
Properties=species:S:1:pos:R:3:forces:R:3
C 0.808231 -0.652411 -1.981459 0.358 -0.345 -0.154
C -1.275467 -0.191754 -0.215591 -0.158 -0.255 -0.044
C -0.102240 0.589555 0.332140 0.373 -0.110 0.222
C 0.086036 -0.426436 -0.717422 -0.263 1.276 -1.087
C 0.474001 0.271437 1.694161 -0.154 0.051 -0.071
N 0.463789 0.351914 -2.605856 -0.362 -0.377 1.204
H 1.445822 -1.499778 -2.208976 0.154 -0.110 -0.231
H -1.719118 -0.977314 0.380542 -0.014 -0.104 0.223
H -1.991411 0.325299 -0.837490 0.038 0.084 -0.134
H -0.058553 1.638105 0.064618 -0.014 -0.031 -0.206
H 1.433766 0.768142 1.819239 0.074 0.002 0.040
H 0.632962 -0.799594 1.792909 -0.021 -0.111 0.111
H -0.197817 0.602834 2.483184 -0.013 0.031 0.126
```
Positions in Å, forces in eV/Å.

Entry 5:
Below is a 2-piece molecular cluster, C5H13N overall, with properties calculated with ωB97M-V/def2-TZVPD.

Computed properties:
* energy relative to the best compared isomer or geometry (same formula, charge and spin): 20.2 kcal/mol
* HOMO (alpha / beta): 1.43 / -4.71 eV
* lowest unoccupied orbital energy (alpha / beta): 4.3020 / 4.0507 eV
* E_tot: -252.96931 hartree
* charge: -1
* multiplicity: 2
* orbital gap (alpha / beta): 2.869 / 8.763 eV

XYZ file:
```
19
Properties=species:S:1:pos:R:3:forces:R:3
C -1.740484 -1.243765 -0.372741 0.094 -0.247 -0.157
C -0.734100 -1.391394 0.771651 0.243 0.568 -0.337
C -0.972507 -0.371698 1.880711 -0.429 0.019 0.283
H -2.063667 -0.206919 -0.487194 0.144 0.043 -0.072
H -1.288546 -1.569540 -1.317151 -0.014 0.139 -0.057
H -2.646266 -1.838400 -0.260566 -0.145 -0.078 0.305
H -0.679003 -2.418414 1.130185 -0.158 -0.017 0.126
H 0.247325 -1.174568 0.340960 0.126 -0.110 0.068
H -0.417949 -0.556041 2.800364 0.194 -0.269 0.055
H -2.032863 -0.339938 2.155135 0.027 0.012 -0.007
H -0.684948 0.635345 1.568277 -0.088 -0.085 -0.204
C 1.806719 1.706267 0.061854 -0.020 0.000 0.212
C 1.190509 1.594097 -1.111210 -0.202 -1.170 -0.515
N 1.778707 1.028119 -2.237892 0.302 0.558 0.032
H 2.748481 1.184629 0.177474 0.203 0.377 0.110
H 1.346022 2.140758 0.936405 -0.095 0.075 0.005
H 0.137440 1.738689 -1.296310 -0.155 0.623 0.369
H 2.755298 0.821597 -2.085260 -0.013 -0.406 -0.145
H 1.249831 0.261175 -2.654694 -0.015 -0.032 -0.070
```
Positions in Å, forces in eV/Å.

Entry 6:
Below is a 2-piece molecular cluster, C5H14N3O overall, with properties calculated with ωB97M-V/def2-TZVPD.

Computed properties:
* energy relative to the best compared isomer or geometry (same formula, charge and spin): 129.3 kcal/mol
* HOMO: -14.21 eV
* lowest unoccupied orbital energy: -3.8504 eV
* E_tot: -438.00781 hartree
* charge: +1
* orbital gap: 10.364 eV

XYZ file:
```
23
Properties=species:S:1:pos:R:3:forces:R:3
C -1.013489 0.937233 1.291117 0.362 1.459 4.364
C -1.635946 0.628818 -0.991711 -2.965 1.464 -2.548
C 0.681004 -1.636870 1.130666 -0.218 -0.760 -0.086
C -0.228468 -1.785369 -1.240787 -0.910 0.752 1.248
C -0.802866 0.186196 0.089029 0.802 -4.453 1.402
N 2.324022 1.476682 0.001606 -0.008 1.049 -2.994
N 1.080641 1.383124 -0.287481 1.377 -0.697 1.440
N -0.284230 -1.074602 0.098986 -0.129 1.061 -0.838
O 3.048203 2.398042 -0.361403 0.002 0.504 0.931
H -1.230591 2.015326 1.125550 0.426 -0.752 -0.151
H -0.281493 0.856642 2.182917 -0.684 0.066 -1.866
H -1.928921 0.591161 1.806420 -0.026 -0.192 -0.612
H -2.642299 1.184994 -0.626009 2.620 -1.190 -0.649
H -1.981995 -0.187735 -1.682004 0.253 1.184 0.824
H -1.044806 1.345016 -1.626190 -0.734 -0.503 0.471
H 1.054303 -0.829099 1.847953 -0.535 -1.375 -1.122
H 0.236021 -2.539873 1.651626 -0.194 1.570 -0.069
H 1.489925 -2.236305 0.605955 -0.473 1.589 0.214
H -0.054910 -2.847783 -1.160810 -0.583 -0.227 0.359
H -1.064532 -1.458633 -1.871171 0.301 -1.116 0.477
H 0.606688 -1.400228 -1.722771 1.846 0.765 -0.977
H 0.772701 2.311818 -0.531510 0.184 0.645 -0.518
H 2.901038 0.681444 0.270022 -0.714 -0.843 0.701
```
Positions in Å, forces in eV/Å.

Entry 7:
Below is one molecule with the formula C7H9N, with properties calculated with ωB97M-V/def2-TZVPD.

Computed properties:
* energy relative to the best compared isomer or geometry (same formula, charge and spin): 144.9 kcal/mol
* HOMO: -9.04 eV
* lowest unoccupied orbital energy: 0.9618 eV
* E_tot: -326.66007 hartree
* SMILES: C#C[C@@]12CC[C@@H](C1)N2
* charge: 0
* orbital gap: 10.007 eV

XYZ file:
```
17
Properties=species:S:1:pos:R:3:forces:R:3
C 2.719251 1.044347 -1.263856 -4.064 -0.388 0.843
C 1.576622 0.584970 -0.965018 6.985 2.816 -1.302
C 0.457912 0.111388 -0.287239 -3.753 -0.994 -1.223
C 0.458052 -1.288958 0.335284 0.849 2.251 1.800
C -1.180067 -1.163707 0.838050 3.154 -3.251 -1.151
C -1.582652 0.176176 0.120586 1.914 -1.320 -0.234
C -0.393520 1.038729 0.681246 -0.189 -1.834 -0.147
H 3.517141 1.786441 -1.512371 -1.055 -1.474 0.195
H 1.537260 -1.197335 0.978788 -3.433 -0.696 -0.736
H 0.557426 -2.154798 -0.311172 0.086 0.330 -0.350
H -1.371984 -2.273213 0.639872 -1.279 1.752 -1.059
H -1.298250 -1.263882 1.892622 -0.009 1.231 1.034
H -2.637540 0.317676 0.018501 -0.574 0.772 0.697
H -0.362959 1.859823 0.050342 -0.150 2.707 0.076
H -0.166603 1.126902 1.766708 -0.074 0.046 -0.854
H -0.910592 1.142311 -1.738303 -0.181 -2.312 1.736
N -0.919498 0.153129 -1.244040 1.773 0.363 0.676
```
Positions in Å, forces in eV/Å.

Entry 8:
Below is C28H20N6O2S3Tl as an isolated structure, with properties calculated with ωB97M-V/def2-TZVPD.

Computed properties:
* energy relative to the best compared isomer or geometry (same formula, charge and spin): 6.6 kcal/mol
* HOMO: -10.47 eV
* lowest unoccupied orbital energy: -3.4370 eV
* E_tot: -2924.92019 hartree
* charge: +1
* orbital gap: 7.035 eV

XYZ file:
```
60
Properties=species:S:1:pos:R:3:forces:R:3
Tl 1.039887 -1.013106 0.084723 0.262 -0.399 -0.269
N 4.085835 -1.910754 -3.169258 0.156 -0.146 -0.163
C 3.404818 -1.435763 -2.125917 -0.423 0.426 0.345
S 1.795796 -0.897612 -2.445271 -0.618 0.079 0.599
N 4.056887 -1.357785 -0.984197 1.672 -0.609 -0.270
N 3.441057 -1.019270 0.113827 -1.230 0.355 0.824
C 4.031247 -0.842290 1.243394 0.368 -0.273 -1.228
C 3.256350 -0.519547 2.420073 -0.383 0.253 0.722
C 3.854313 -0.457726 3.682105 -0.150 -0.048 -0.387
C 3.072221 -0.169902 4.784093 -0.226 0.002 -0.159
C 1.712140 0.049827 4.604960 0.107 0.025 -0.036
C 1.194307 -0.021718 3.321697 -0.088 0.038 0.359
N 1.944944 -0.286764 2.265843 0.226 -0.086 -0.411
H 3.638790 -2.007778 -4.064156 0.001 0.002 0.073
H 5.008140 -2.290374 -3.031495 0.033 0.067 0.080
H 5.105709 -0.951463 1.334219 0.089 -0.031 -0.072
H 4.909710 -0.653658 3.778678 0.142 -0.006 0.005
H 3.511883 -0.127951 5.768258 0.032 0.010 0.095
H 1.068740 0.267194 5.442150 -0.083 0.022 0.030
H 0.142081 0.126601 3.127834 -0.127 0.008 0.046
S -2.614104 -5.007303 -2.155310 -0.520 0.298 -0.259
C -3.810409 -5.917963 -2.964119 0.098 0.138 0.113
C -4.861550 -5.153540 -3.372951 0.131 -0.375 -0.023
C -4.705051 -3.799842 -3.037065 0.511 0.329 0.346
C -3.530645 -3.538922 -2.369322 -0.218 -0.969 -0.261
C -3.019949 -2.280912 -1.891887 0.091 0.953 0.164
C -1.788974 -2.242349 -1.198204 -0.240 -0.061 -0.161
N -1.240436 -1.138726 -0.761954 0.265 0.221 0.188
C -1.853026 0.043849 -0.948281 -0.617 -0.193 -0.418
C -3.093923 0.121906 -1.624584 0.568 -0.111 0.308
C -3.707072 1.398895 -1.805313 0.038 0.398 0.097
C -3.120478 2.530150 -1.349042 -0.290 -0.237 -0.171
C -1.864286 2.489581 -0.672461 0.356 -0.508 0.147
C -1.224727 3.640279 -0.201339 0.493 -0.259 0.290
C -0.001170 3.540992 0.454818 -0.651 -0.516 -0.414
C 0.538437 2.247485 0.605554 -0.046 0.319 -0.034
N -0.045296 1.162152 0.162216 0.063 -0.462 0.030
C -1.229661 1.239944 -0.468902 -0.206 0.681 -0.062
C 0.715112 4.686320 0.953992 0.619 0.673 0.411
C 0.348069 6.009424 0.911905 0.001 -0.659 -0.056
C 1.302525 6.869163 1.480176 0.317 0.076 0.145
C 2.391404 6.202685 1.951359 -0.048 -0.214 -0.016
S 2.272748 4.511843 1.719766 -0.473 0.392 -0.231
C -3.664531 -1.064618 -2.099012 0.399 -0.464 0.208
H -3.663147 -6.972327 -3.087218 -0.041 -0.236 -0.059
H -5.712909 -5.545162 -3.899009 -0.129 -0.095 -0.079
H -5.433534 -3.047533 -3.276715 -0.138 0.180 -0.048
H -1.244264 -3.159699 -1.016857 0.137 -0.010 0.049
H -4.658648 1.440474 -2.313936 -0.083 0.033 -0.053
H -3.594194 3.491154 -1.484214 -0.064 0.065 -0.046
H -1.694619 4.600485 -0.351853 -0.027 0.088 -0.022
H 1.487379 2.116491 1.108126 0.080 -0.097 0.019
H -0.576789 6.354524 0.488520 -0.194 0.073 -0.099
H 1.185918 7.936221 1.530914 0.030 0.181 0.037
H 3.266272 6.601677 2.424570 0.158 0.150 0.104
H -4.605601 -1.020036 -2.627250 -0.063 -0.010 -0.049
O 1.304744 -3.431318 0.185004 0.393 0.470 -0.810
C 0.694772 -3.467209 1.264514 -0.107 -1.297 0.480
O 0.146671 -2.488070 1.797107 -0.330 1.198 0.129
H 0.630082 -4.440326 1.786697 -0.023 0.170 -0.079
```
Positions in Å, forces in eV/Å.